[1]
Density functional theory data (ωB97M-V/def2-TZVPD) for a structure of composition C22H46GaINO8S in a non-equilibrium geometry.

Its total energy is -4143.20679 Ha. The gap between HOMO and LUMO comes out at 7.624 eV. The calculation puts the maximum force at 2.7 eV/A. For the HOMO energy, the calculation gives -0.1928 Eh.

ORCA input file:
```
! wB97M-V def2-TZVPD RIJCOSX def2/J DEFGRID3
* xyz -1 1
O 3.3904 0.5331 0.2944
C 2.4152 0.9987 0.7931
I 1.1121 2.2794 -0.4084
C 2.0592 0.6937 2.2378
Ga 0.7265 -0.8979 2.2329
C 1.5176 -2.6419 2.9807
O 1.6551 -3.7207 2.0220
C 2.6864 -3.5786 1.1615
C 2.5991 -4.3542 -0.0233
C 3.5697 -4.3072 -1.0084
C 4.7002 -3.4902 -0.8153
C 4.8185 -2.7385 0.3473
C 3.8173 -2.7766 1.3377
N -0.0750 -1.0877 0.4383
C -1.2081 -1.4319 0.4942
S -2.8111 -1.7407 0.4268
H 2.9537 0.4336 2.8278
H 1.6150 1.5911 2.7097
H -0.4659 -0.4633 3.2079
H 2.4428 -2.4640 3.5713
H 0.7817 -3.0013 3.7265
H 1.7328 -5.0129 -0.1729
H 3.4677 -4.8905 -1.9288
H 5.4997 -3.4301 -1.5592
H 5.7165 -2.1272 0.4670
H 3.9321 -2.1630 2.2337
C -3.6402 0.9110 -3.6118
C -3.1109 1.7660 -2.4736
O -3.7211 1.4003 -1.2444
H -4.7238 1.0196 -3.6992
H -3.1796 1.1932 -4.5618
H -3.4375 -0.1463 -3.4251
H -3.3314 2.8189 -2.6504
H -2.0268 1.6537 -2.3773
H -3.5147 0.4708 -1.0848
C -3.0203 4.4717 -5.1675
C -1.9018 4.9489 -4.2587
O -0.9851 3.8904 -3.9863
H -3.5563 3.6401 -4.7095
H -3.7285 5.2772 -5.3718
H -2.6186 4.1094 -6.1182
H -2.3017 5.2896 -3.3048
H -1.3562 5.7788 -4.7203
H -0.6212 3.5939 -4.8268
C 1.9978 7.0211 -2.4097
C 1.2489 6.3867 -1.2513
O 0.0853 5.7143 -1.7126
H 1.3558 7.7297 -2.9370
H 2.8895 7.5462 -2.0601
H 2.3009 6.2614 -3.1346
H 0.9295 7.1491 -0.5401
H 1.8866 5.6685 -0.7251
H 0.3683 5.0312 -2.3344
C -0.7757 2.6128 5.7169
C -1.5622 1.3956 5.2638
O -0.8457 0.2009 5.5432
H 0.1941 2.6463 5.2174
H -1.3181 3.5347 5.4959
H -0.5818 2.5702 6.7929
H -1.7346 1.4303 4.1887
H -2.5340 1.3523 5.7688
H -0.7008 0.1600 6.4944
C -6.9625 -0.7009 1.9883
C -5.8821 -0.2149 2.9378
O -4.9872 -1.2675 3.2644
H -7.5218 -1.5246 2.4367
H -7.6583 0.1040 1.7400
H -6.5202 -1.0785 1.0634
H -6.3244 0.1428 3.8689
H -5.3130 0.6058 2.4877
H -4.5906 -1.5737 2.4385
C 4.7160 -7.8850 -2.6087
C 5.4062 -8.2097 -1.2960
O 5.1946 -7.1741 -0.3471
H 5.0892 -6.9421 -3.0119
H 4.8824 -8.6741 -3.3456
H 3.6398 -7.7668 -2.4599
H 6.4821 -8.3062 -1.4444
H 5.0281 -9.1523 -0.8833
H 4.2446 -7.0923 -0.2080
*
```

In the Löwdin picture, each atom carries the following charge in e:
1. O -0.04
2. C -0.93
3. I 0.77
4. C -0.25
5. Ga 0.45
6. C -0.23
7. O -0.12
8. C -0.31
9. C -0.02
10. C -0.11
11. C -0.11
12. C -0.09
13. C -0.03
14. N 0.03
15. C -0.88
16. S 0.58
17. H 0.06
18. H 0.04
19. H -0.01
20. H 0.05
21. H 0.06
22. H 0.12
23. H 0.09
24. H 0.09
25. H 0.10
26. H 0.10
27. C -0.09
28. C -0.33
29. O -0.10
30. H 0.07
31. H 0.06
32. H 0.07
33. H 0.09
34. H 0.10
35. H 0.01
36. C -0.09
37. C -0.32
38. O -0.09
39. H 0.05
40. H 0.07
41. H 0.07
42. H 0.11
43. H 0.11
44. H 0.09
45. C -0.10
46. C -0.33
47. O -0.12
48. H 0.07
49. H 0.07
50. H 0.07
51. H 0.11
52. H 0.08
53. H 0.04
54. C -0.10
55. C -0.33
56. O -0.12
57. H 0.07
58. H 0.07
59. H 0.07
60. H 0.10
61. H 0.11
62. H 0.07
63. C -0.10
64. C -0.33
65. O -0.10
66. H 0.07
67. H 0.07
68. H 0.07
69. H 0.11
70. H 0.11
71. H 0.00
72. C -0.10
73. C -0.33
74. O -0.08
75. H 0.07
76. H 0.07
77. H 0.07
78. H 0.11
79. H 0.10
80. H 0.07

---

[2]
Density functional theory data (ωB97M-V/def2-TZVPD) for a cluster of 13 separate species, C22H46N13O26S in total in a non-equilibrium geometry.

Its total energy is -3930.47091 Ha. The gap between HOMO and LUMO comes out at 6.999 eV. The calculation puts the maximum force at 5.5 eV/A. For the HOMO energy, the calculation gives -0.4359 Eh.

ORCA input file:
```
! wB97M-V def2-TZVPD RIJCOSX def2/J DEFGRID3
* xyz 1 1
O -0.6669 5.4796 3.4043
S -0.9542 4.0750 2.9508
O -1.8118 3.3269 3.9624
C -1.9295 4.0061 1.3445
C -1.7334 2.4863 0.8092
C -0.3592 2.2208 0.0922
C -0.0754 0.7705 -0.4116
C 1.2848 0.4486 -1.1003
C 1.6515 -0.9989 -1.6001
C 0.5274 -2.0887 -1.3972
C -0.8544 -1.7657 -0.7190
C -1.1919 -0.3313 -0.1867
C -2.5037 0.0882 0.5323
N -2.7416 1.4432 1.0164
H 0.2156 3.3157 2.7119
H -1.5084 4.7183 0.5435
H -3.0300 4.2749 1.4948
H 0.3970 3.0832 -0.0280
H 2.0220 1.3249 -1.2303
H 2.6678 -1.2116 -2.0743
H 0.7462 -3.1526 -1.7704
H -1.6403 -2.5984 -0.6088
H -3.3368 -0.6832 0.7104
H -3.5920 1.7280 1.5193
C 3.1438 2.7970 -4.7083
N 2.0889 2.2552 -3.8123
O 1.6166 1.1597 -4.0960
O 1.7685 2.9480 -2.8517
H 3.3252 2.0840 -5.5093
H 2.7804 3.7432 -5.1091
H 4.0408 2.9395 -4.1101
C 0.3198 2.7880 6.0743
N 1.2833 1.8432 6.6967
O 2.4609 2.1623 6.6979
O 0.8208 0.8130 7.1619
H 0.8662 3.6545 5.7047
H -0.1713 2.2639 5.2560
H -0.3955 3.0823 6.8415
C -0.1026 -2.3832 6.9997
N -1.0536 -3.3493 6.3899
O -1.5782 -3.0304 5.3333
O -1.2407 -4.3944 6.9923
H -0.0351 -1.5055 6.3598
H -0.4908 -2.1150 7.9818
H 0.8645 -2.8786 7.0783
C -2.9745 -6.8993 7.7648
N -3.1946 -7.7304 8.9775
O -2.3030 -7.7530 9.8114
O -4.2553 -8.3310 9.0491
H -1.9975 -6.4267 7.8354
H -3.0213 -7.5608 6.9004
H -3.7640 -6.1493 7.7326
C 7.6702 1.3600 -5.4663
N 6.2901 1.8515 -5.2183
O 5.5686 1.1670 -4.4991
O 5.9756 2.9086 -5.7537
H 7.8089 0.4206 -4.9337
H 7.7814 1.2134 -6.5446
H 8.3603 2.1186 -5.0972
C 0.6439 -6.6381 -2.0881
N 1.8905 -5.8278 -2.0819
O 1.8274 -4.6919 -2.5382
O 2.8862 -6.3546 -1.6222
H -0.1583 -6.0449 -2.5241
H 0.8339 -7.5286 -2.6861
H 0.4151 -6.8968 -1.0547
C -0.0920 -0.6557 -5.4520
N -1.0640 -1.6170 -6.0343
O -1.6011 -1.3042 -7.0886
O -1.2543 -2.6545 -5.4094
H -0.0215 0.2133 -6.1034
H -0.4636 -0.3711 -4.4683
H 0.8696 -1.1626 -5.3802
C -6.9754 0.1978 -0.9416
N -5.7591 0.1581 -0.0880
O -5.5388 -0.8716 0.5297
O -5.0621 1.1657 -0.0659
H -7.4908 -0.7578 -0.8627
H -7.6062 1.0080 -0.5769
H -6.6518 0.3784 -1.9664
C 2.3888 6.4812 4.6559
N 3.8361 6.5490 4.3254
O 4.5654 7.1228 5.1162
O 4.1876 6.0215 3.2804
H 2.2204 6.9867 5.6053
H 1.8448 6.9775 3.8530
H 2.1173 5.4287 4.7261
C 8.2041 -0.1530 -10.1061
N 8.0300 -0.0625 -8.6328
O 7.2099 -0.8043 -8.1173
O 8.7255 0.7535 -8.0426
H 7.5275 -0.9128 -10.4934
H 7.9676 0.8245 -10.5255
H 9.2413 -0.4256 -10.2982
C -4.5895 -2.6934 -6.3438
N -5.6386 -3.2269 -5.4359
O -6.1131 -4.3172 -5.7059
O -5.9491 -2.5284 -4.4804
H -4.4153 -3.4123 -7.1423
H -4.9545 -1.7497 -6.7477
H -3.6859 -2.5473 -5.7535
C -4.2267 3.2313 5.6475
N -5.0775 2.6779 6.7332
O -6.2869 2.7048 6.5670
O -4.5003 2.2360 7.7135
H -4.8697 3.5864 4.8437
H -3.6480 4.0522 6.0692
H -3.5785 2.4297 5.2971
*
```

Results of the Löwdin charge analysis, in e, for atoms 1 through 99:
1. O -0.37
2. S 0.77
3. O -0.43
4. C -0.18
5. C -0.17
6. C 0.06
7. C -0.09
8. C -0.01
9. C 0.03
10. C 0.00
11. C 0.01
12. C -0.07
13. C 0.08
14. N 0.09
15. H 0.11
16. H 0.13
17. H 0.13
18. H 0.13
19. H 0.10
20. H 0.12
21. H 0.07
22. H 0.11
23. H 0.13
24. H 0.15
25. C 0.04
26. N -0.40
27. O 0.04
28. O 0.03
29. H 0.09
30. H 0.11
31. H 0.08
32. C 0.03
33. N -0.43
34. O 0.08
35. O 0.05
36. H 0.08
37. H 0.07
38. H 0.11
39. C 0.04
40. N -0.43
41. O 0.06
42. O 0.05
43. H 0.08
44. H 0.11
45. H 0.11
46. C 0.03
47. N -0.45
48. O 0.06
49. O 0.06
50. H 0.07
51. H 0.10
52. H 0.10
53. C 0.05
54. N -0.41
55. O 0.04
56. O 0.06
57. H 0.11
58. H 0.05
59. H 0.11
60. C 0.05
61. N -0.43
62. O 0.01
63. O 0.09
64. H 0.10
65. H 0.11
66. H 0.11
67. C 0.02
68. N -0.43
69. O 0.07
70. O 0.04
71. H 0.10
72. H 0.09
73. H 0.10
74. C 0.07
75. N -0.40
76. O 0.08
77. O 0.02
78. H 0.11
79. H 0.11
80. H 0.11
81. C 0.04
82. N -0.44
83. O 0.08
84. O 0.05
85. H 0.10
86. H 0.10
87. H 0.07
88. C 0.05
89. N -0.42
90. O 0.08
91. O 0.04
92. H 0.10
93. H 0.11
94. H 0.11
95. C 0.04
96. N -0.44
97. O 0.08
98. O 0.03
99. H 0.10

---

[3]
Density functional theory data (ωB97M-V/def2-TZVPD) for a cluster of 7 separate species, C22H46N6O13 in total in a non-equilibrium geometry.

Its total energy is -2172.40079 Ha. The gap between HOMO and LUMO comes out at 8.612 eV. The calculation puts the maximum force at 1.0 eV/A. For the HOMO energy, the calculation gives -0.3522 Eh. As for the SMILES: NC(=O)CCc1nnc(-c2cccnc2)nn1.OCCO.OCCO.OCCO.OCCO.OCCO.OCCO.

ORCA input file:
```
! wB97M-V def2-TZVPD RIJCOSX def2/J DEFGRID3
* xyz 0 1
N -4.0440 0.3210 0.4820
C -2.8564 0.1014 -0.2331
O -2.6850 -0.9178 -0.8694
C -1.7968 1.1725 -0.1527
C -0.8638 0.9087 1.0562
C -1.4922 1.2874 2.3562
N -1.8440 0.3217 3.2098
N -2.4229 0.6682 4.3328
C -2.6300 1.9669 4.5512
C -3.3066 2.3608 5.8100
C -2.6954 3.2031 6.7293
C -3.3774 3.5164 7.8930
C -4.6427 2.9815 8.0861
N -5.2448 2.1845 7.2070
C -4.5783 1.8778 6.1003
N -2.2615 2.9395 3.7119
N -1.6795 2.5918 2.5964
H -4.2315 -0.4556 1.1075
H -4.0027 1.1689 1.0349
H -2.2220 2.1737 -0.0489
H -1.1878 1.1299 -1.0533
H -0.6172 -0.1530 1.0823
H 0.0318 1.4979 0.8691
H -1.7072 3.6035 6.5357
H -2.9222 4.1558 8.6377
H -5.1938 3.2082 8.9918
H -5.0696 1.2111 5.3993
O -2.9697 2.3731 -4.4867
C -2.0126 1.4457 -3.9691
C -0.7055 2.1465 -3.6770
O -0.8987 3.2173 -2.7574
H -2.6968 2.6225 -5.3756
H -2.4455 1.0557 -3.0483
H -1.8607 0.6148 -4.6641
H 0.0119 1.4573 -3.2335
H -0.2749 2.5429 -4.6070
H -1.7325 3.6372 -3.0045
O 2.8487 2.9205 -2.5465
C 3.4129 3.1002 -1.2488
C 2.3778 2.7988 -0.1887
O 1.8629 1.4880 -0.3580
H 2.1969 3.6142 -2.6993
H 4.2350 2.3878 -1.1846
H 3.8106 4.1123 -1.1253
H 2.8073 2.8683 0.8116
H 1.5584 3.5272 -0.2677
H 1.7910 1.3457 -1.3151
O 1.4813 -0.4553 -2.7673
C 2.8011 -0.9165 -3.0783
C 2.7384 -2.0724 -4.0484
O 2.0763 -1.6910 -5.2497
H 1.0496 -1.1331 -2.2336
H 3.3122 -0.0648 -3.5272
H 3.3259 -1.2090 -2.1636
H 3.7440 -2.3970 -4.3180
H 2.2183 -2.9141 -3.5853
H 1.3351 -1.1348 -4.9826
O 4.9625 -6.3726 -0.7334
C 5.3985 -5.0188 -0.8413
C 4.8581 -4.4021 -2.1100
O 3.4380 -4.4533 -2.1427
H 5.4220 -6.8829 -1.4102
H 5.0005 -4.5015 0.0313
H 6.4909 -4.9620 -0.8231
H 5.1529 -3.3540 -2.1871
H 5.2663 -4.9489 -2.9689
H 3.1931 -5.3067 -1.7626
O -9.1182 1.9335 7.0877
C -9.3792 2.9940 6.1723
C -8.9946 2.5852 4.7676
O -9.6909 1.4175 4.3694
H -8.1606 1.8429 7.1800
H -10.4518 3.1778 6.2271
H -8.8474 3.9045 6.4672
H -9.2417 3.3743 4.0564
H -7.9106 2.4065 4.7249
H -9.7181 0.8426 5.1445
O 9.7859 -5.2402 -5.1149
C 8.4947 -4.7479 -5.4729
C 7.4421 -5.8073 -5.2364
O 7.4527 -6.2321 -3.8818
H 10.0509 -5.8986 -5.7655
H 8.3149 -3.8935 -4.8213
H 8.4786 -4.4085 -6.5126
H 6.4473 -5.4166 -5.4531
H 7.6272 -6.6668 -5.8943
H 8.3811 -6.2777 -3.6197
*
```

In the Löwdin picture, each atom carries the following charge in e:
1. N 0.15
2. C -0.53
3. O 0.06
4. C -0.10
5. C -0.11
6. C -0.33
7. N 0.12
8. N 0.12
9. C -0.29
10. C -0.16
11. C -0.01
12. C -0.05
13. C -0.14
14. N 0.07
15. C -0.10
16. N 0.12
17. N 0.12
18. H 0.10
19. H 0.08
20. H 0.12
21. H 0.09
22. H 0.13
23. H 0.09
24. H 0.12
25. H 0.11
26. H 0.11
27. H 0.12
28. O -0.06
29. C -0.23
30. C -0.25
31. O -0.08
32. H 0.09
33. H 0.11
34. H 0.12
35. H 0.09
36. H 0.12
37. H 0.08
38. O -0.07
39. C -0.23
40. C -0.24
41. O -0.09
42. H 0.09
43. H 0.12
44. H 0.12
45. H 0.12
46. H 0.12
47. H 0.05
48. O -0.09
49. C -0.22
50. C -0.25
51. O -0.06
52. H 0.11
53. H 0.13
54. H 0.12
55. H 0.12
56. H 0.10
57. H 0.07
58. O -0.07
59. C -0.24
60. C -0.25
61. O -0.08
62. H 0.09
63. H 0.12
64. H 0.12
65. H 0.12
66. H 0.10
67. H 0.08
68. O -0.08
69. C -0.25
70. C -0.26
71. O -0.07
72. H 0.07
73. H 0.12
74. H 0.12
75. H 0.12
76. H 0.11
77. H 0.08
78. O -0.07
79. C -0.24
80. C -0.25
81. O -0.08
82. H 0.09
83. H 0.12
84. H 0.12
85. H 0.12
86. H 0.12
87. H 0.08